(1)
Formula: C28H22F5N4O4Re
Source: the OMol25 dataset
Level of theory: wB97M-V/def2-TZVPD

CARTESIAN COORDINATES (ANGSTROEM)
Re -0.5827 0.5777 -0.1743
O -1.9135 0.6736 -1.6760
C -2.6108 -0.2880 -2.1492
C -3.1337 -0.1573 -3.4964
C -3.1636 -1.1592 -4.3771
C -2.6124 -2.5511 -4.1915
C -3.6573 -2.6379 -1.8517
C -2.6977 -1.5493 -1.3237
C -2.9199 -1.1657 0.0990
N -2.1404 -0.3507 0.7077
N -2.5523 0.0423 1.9966
C -2.0021 1.1994 2.2134
O -1.2266 1.7671 1.3283
C -2.2099 1.8938 3.5030
C -2.9070 1.2634 4.5323
C -3.0660 1.9049 5.7488
C -2.5349 3.1748 5.9404
C -1.8440 3.8045 4.9145
C -1.6777 3.1645 3.6955
H -3.4331 0.8403 -3.7984
H -3.5452 -0.9603 -5.3707
H -3.1930 -3.2588 -4.7848
H -3.8534 -3.3782 -1.0745
H -3.8301 -1.4839 0.5967
H -3.3218 0.2784 4.3667
H -3.6073 1.4170 6.5484
H -2.6640 3.6752 6.8913
H -1.4370 4.7958 5.0636
H -1.1443 3.6435 2.8857
O 5.7898 -0.2190 2.5062
C 4.6684 -0.3696 3.3472
C 3.4233 -0.1594 2.5352
C 2.1774 -0.1370 3.1453
C 1.0485 0.0625 2.3815
N 1.1036 0.2438 1.0532
C 2.3111 0.1931 0.4495
C 3.4795 0.0026 1.1569
C 2.2780 0.3493 -1.0243
C 3.3832 0.2252 -1.8338
C 3.2432 0.3497 -3.2144
C 4.4581 0.1878 -4.0972
O 5.5679 0.8996 -3.5901
C 1.9855 0.6158 -3.7304
C 0.9152 0.7367 -2.8662
N 1.0511 0.6005 -1.5410
H 6.5937 -0.3475 3.0186
H 4.6756 0.3524 4.1704
H 4.6264 -1.3727 3.7869
H 2.0706 -0.2681 4.2144
H 0.0677 0.0754 2.8321
H 4.4380 -0.0137 0.6627
H 4.3613 0.0351 -1.4162
H 4.2179 0.4604 -5.1272
H 4.7477 -0.8644 -4.0967
H 5.4721 1.8347 -3.7992
H 1.8268 0.7293 -4.7942
H -0.0836 0.9490 -3.2199
F -0.4407 -1.9385 -2.2634
C -1.5581 -2.5173 -1.7825
F -1.1974 -3.3943 -0.8305
C -2.5652 -3.1482 -2.7882
F -2.4756 -4.5058 -2.8894
F -4.8542 -2.2530 -2.3863
F -1.3250 -2.5699 -4.7326

Cartesian forces (eV/Å) of the 6 atoms listed first:
-0.483 -0.100 -0.521
0.169 0.172 0.023
0.026 -0.040 0.181
-0.060 -0.035 0.153
0.048 -0.030 0.008
-0.016 0.085 -0.035

net charge: +1
gap between HOMO and LUMO (alpha / beta): 6.647 / 5.532 eV
HOMO energy (alpha / beta): -10.50 / -9.52 eV
expectation value of S²: 1.148
spin multiplicity: 2

(2)
Formula: C3H5NO2
Source: the OMol25 dataset
Level of theory: wB97M-V/def2-TZVPD

CARTESIAN COORDINATES (ANGSTROEM)
N 2.0798 1.2672 0.2357
C 1.0119 0.6107 0.1603
O -0.1605 1.0586 0.6697
C -1.1998 0.2799 0.0869
C -0.4963 -1.0462 -0.1576
O 0.8347 -0.6069 -0.4303
H 2.8439 0.7421 -0.1808
H -1.5083 0.7420 -0.8593
H -2.0487 0.2455 0.7713
H -0.4862 -1.6954 0.7257
H -0.8706 -1.5976 -1.0217

Cartesian forces (eV/Å) of the 6 atoms listed first:
-0.260 -0.219 -0.040
0.304 0.201 0.001
0.145 0.061 -0.038
-0.259 -0.136 -0.101
-0.194 -0.074 0.013
0.131 0.074 0.011

gap between HOMO and LUMO: 10.744 eV
structure (SMILES): N=C1OCCO1
HOMO energy: -9.94 eV

(3)
Formula: C3H8N2O2
Source: the OMol25 dataset
Level of theory: wB97M-V/def2-TZVPD

CARTESIAN COORDINATES (ANGSTROEM)
N 1.0851 1.3072 -0.7613
C 0.9572 0.1248 0.0889
C -0.2992 -0.6217 -0.1868
N -0.2834 -1.8954 0.4881
C -1.6403 0.2683 0.3535
O -2.4309 -0.1938 1.1167
O -1.5861 1.5647 0.1545
H 1.7110 1.2396 -1.5132
H 1.4082 2.0346 -0.2324
H 1.8652 -0.6117 -0.0318
H 0.9393 0.4995 1.1209
H -0.3799 -0.8424 -1.2544
H -0.7240 -2.6510 0.0313
H 0.4085 -2.0920 1.1934
H -1.0305 1.8693 -0.5675

Cartesian forces (eV/Å) of the 6 atoms listed first:
-1.678 -1.363 -0.386
2.121 -0.297 -0.147
-2.198 -0.847 0.610
0.194 0.992 0.199
2.442 -1.874 0.326
-0.248 -0.280 -0.335

gap between HOMO and LUMO: 9.574 eV
structure (SMILES): NC[C@@H](N)C(=O)O
HOMO energy: -8.82 eV

(4)
Formula: C10H9O2
Source: the OMol25 dataset
Level of theory: wB97M-V/def2-TZVPD

CARTESIAN COORDINATES (ANGSTROEM)
C 1.4557 -1.5639 -1.5050
C 0.9225 -0.3650 -2.0905
C 1.0117 -2.1124 -0.3073
C 0.1201 0.3008 -1.2486
C -0.3111 -0.2405 -0.0383
C 0.1376 -1.3631 0.5871
C -2.1856 1.8767 -0.6467
C -0.8896 0.9654 -0.5381
C -0.2333 -1.8054 1.9538
C 0.2805 2.7150 0.7286
O -3.1550 1.5799 0.0757
O -2.0690 2.7453 -1.4952
H 2.0243 -2.2930 -2.0538
H 1.2608 0.0183 -3.0374
H 1.4675 -3.0475 0.0623
H -1.1067 -1.3628 2.3455
H -0.4041 -2.8696 1.9572
H 0.5928 -1.6209 2.6759
H 0.7721 1.9278 1.1820
H -0.3811 3.1009 1.3481
H 0.6896 3.4144 0.0446

Cartesian forces (eV/Å) of the 6 atoms listed first:
-1.191 -1.000 -0.174
1.854 -0.765 -0.130
0.255 1.152 1.385
-1.349 -0.476 0.411
-0.270 0.954 0.147
0.391 -0.475 -1.313

net charge: -1
gap between HOMO and LUMO (alpha / beta): 6.458 / 7.425 eV
HOMO energy (alpha / beta): -3.08 / -4.14 eV

(5)
Formula: C4H6O2
Source: the OMol25 dataset
Level of theory: wB97M-V/def2-TZVPD

CARTESIAN COORDINATES (ANGSTROEM)
C -1.2576 -0.2325 -0.6292
C 0.0135 -0.0737 0.1667
C 0.1533 1.1708 0.9894
O -0.4778 2.1777 0.7815
C 1.2933 -0.6647 -0.2613
O 0.5549 -1.2283 0.8029
H -1.2113 0.3440 -1.5571
H -1.4131 -1.2878 -0.8686
H -2.1161 0.1298 -0.0561
H 0.9079 1.0930 1.8014
H 1.3134 -1.2259 -1.1950
H 2.2397 -0.2025 0.0253

Cartesian forces (eV/Å) of the 6 atoms listed first:
-0.021 -0.032 -0.023
-0.156 0.209 -0.148
-0.154 0.295 -0.092
0.241 -0.425 0.160
0.210 0.033 -0.172
-0.037 -0.138 0.165

gap between HOMO and LUMO: 10.952 eV
structure (SMILES): C[C@]1(C=O)CO1
HOMO energy: -10.09 eV

(6)
Formula: C4H8O2
Source: the OMol25 dataset
Level of theory: wB97M-V/def2-TZVPD

CARTESIAN COORDINATES (ANGSTROEM)
C 2.1399 -0.9341 1.0138
C 1.6877 -0.3720 -0.0991
C 0.2822 -0.1545 -0.3885
C -0.0785 0.5021 -1.4916
O -1.3406 0.8544 -1.8148
H 3.1898 -1.1456 1.1744
H 1.4523 -1.1939 1.8143
H 2.4163 0.0188 -0.8012
H -0.4647 -0.5390 0.2908
H 0.6531 0.7088 -2.2605
H -1.9375 0.4495 -1.1593
O -2.6623 0.3876 0.9005
H -2.8644 0.0913 1.7950
H -2.4734 1.3266 1.0262

Cartesian forces (eV/Å) of the 6 atoms listed first:
0.014 -0.212 0.411
0.077 0.033 0.119
0.346 0.181 -0.262
0.010 -0.467 0.181
-0.353 -0.292 -0.016
-0.036 0.218 0.036

gap between HOMO and LUMO: 8.482 eV
structure (SMILES): C=C/C=C/O.O
HOMO energy: -7.97 eV

Per-record total energy, a.u.: -2177.51543 -322.53410 -379.08336 -536.78156 -306.44101 -307.64377